# 1
Below is C38H35ClMnN2Si2 as an isolated structure at a distorted geometry, with properties calculated with ωB97M-V/def2-TZVPD.

⟨S²⟩: 8.942
Calculated total energy: -3768.7256 Ha
HOMO level (spin up / spin down): -0.1704 / -0.2859 Eh
Gap between HOMO and LUMO (spin up / spin down): 0.1631 / 0.2897 Ha
Multiplicity: 6

CARTESIAN COORDINATES (ANGSTROEM)
C -1.701 -0.830 5.277
C -2.538 -0.252 4.267
C -2.527 -1.138 3.126
H -3.143 0.649 4.379
C -1.687 -2.264 3.447
C -1.168 -2.064 4.766
H -0.559 -2.770 5.328
H -1.558 -0.448 6.291
H -3.135 -1.028 2.232
H -1.523 -3.143 2.826
Mn -0.551 -0.421 3.503
Si 2.584 0.015 -4.708
C 1.720 1.530 -5.333
C 2.250 2.263 -6.411
H 3.198 1.958 -6.863
C 1.554 3.365 -6.918
H 1.965 3.925 -7.760
C 0.336 3.754 -6.350
H -0.206 4.616 -6.746
C -0.184 3.037 -5.265
H -1.137 3.330 -4.823
C 0.512 1.939 -4.745
H 0.108 1.391 -3.889
C 1.848 -1.509 -5.467
C 0.696 -1.474 -6.274
H 0.272 -0.516 -6.591
C 0.065 -2.666 -6.654
H -0.846 -2.627 -7.252
C 0.590 -3.902 -6.261
H 0.076 -4.827 -6.528
C 1.778 -3.942 -5.524
H 2.211 -4.903 -5.245
C 2.406 -2.758 -5.131
H 3.322 -2.795 -4.535
H 2.475 -0.094 -3.232
Si -0.406 -0.176 1.066
C -0.901 -1.713 0.136
C -1.982 -1.739 -0.763
H -2.484 -0.807 -1.038
C -2.418 -2.959 -1.296
H -3.256 -2.972 -1.995
C -1.790 -4.156 -0.932
H -2.140 -5.108 -1.339
C -0.705 -4.129 -0.050
H -0.205 -5.052 0.243
C -0.249 -2.914 0.466
H 0.608 -2.899 1.143
C -1.312 1.314 0.400
C -2.562 1.721 0.909
H -2.954 1.296 1.840
C -3.341 2.639 0.194
H -4.324 2.925 0.576
C -2.867 3.169 -1.012
H -3.501 3.837 -1.599
C -1.580 2.852 -1.463
H -1.182 3.314 -2.370
C -0.800 1.941 -0.748
H 0.209 1.703 -1.093
H 4.025 0.152 -5.069
Cl 1.633 0.237 0.874
N -0.451 1.718 3.674
C 0.472 2.001 4.749
C 0.469 3.201 5.443
C 1.294 3.335 6.582
C 2.156 2.320 6.977
C 2.169 1.076 6.286
C 2.894 -0.067 6.686
C 2.723 -1.281 6.029
C 1.867 -1.356 4.928
N 1.158 -0.277 4.519
C 1.318 0.946 5.140
H -1.354 2.174 3.815
H -0.138 2.086 2.770
H -0.162 4.028 5.109
H 1.259 4.257 7.161
H 2.833 2.436 7.827
H 3.574 0.010 7.533
H 3.212 -2.193 6.363
H 1.687 -2.290 4.394

Atoms 1-3, force components in eV/Å:
C -0.915 -0.332 -0.288
C -1.257 -1.376 0.644
C -0.372 0.417 0.790



# 2
Below is C38H35ClN2ScSi2 as an isolated structure at a distorted geometry, with properties calculated with ωB97M-V/def2-TZVPD.

Calculated total energy: -3378.3869 Ha
Total charge: +1
HOMO level: -0.3643 Eh
Gap between HOMO and LUMO: 0.2203 Ha
ΔE to the lowest compared entry with this formula, charge and spin: 0.0 kcal/mol

CARTESIAN COORDINATES (ANGSTROEM)
C -2.996 -1.573 3.878
C -1.580 -1.450 3.708
C -1.300 -0.098 3.336
H -0.837 -2.212 3.947
C -2.545 0.605 3.248
C -3.591 -0.310 3.576
H -4.648 -0.064 3.669
H -3.520 -2.451 4.257
H -0.314 0.351 3.242
H -2.663 1.669 3.047
Sc -2.553 -1.043 1.569
Si 3.068 2.117 -0.981
C 4.238 1.390 -2.260
C 3.952 1.522 -3.632
H 3.126 2.161 -3.961
C 4.694 0.798 -4.575
H 4.452 0.892 -5.634
C 5.740 -0.039 -4.166
H 6.315 -0.605 -4.904
C 6.043 -0.142 -2.804
H 6.866 -0.780 -2.479
C 5.299 0.564 -1.852
H 5.515 0.469 -0.784
C 2.801 3.906 -1.490
C 3.918 4.740 -1.679
H 4.918 4.365 -1.450
C 3.751 6.040 -2.174
H 4.621 6.680 -2.319
C 2.479 6.522 -2.498
H 2.352 7.528 -2.909
C 1.364 5.704 -2.286
H 0.365 6.070 -2.526
C 1.522 4.414 -1.769
H 0.641 3.789 -1.597
H 3.733 2.053 0.344
Si 1.005 0.835 -1.400
C 0.333 1.765 0.122
C 1.050 1.856 1.335
H 1.965 1.277 1.498
C 0.666 2.777 2.319
H 1.288 2.904 3.208
C -0.487 3.544 2.146
H -0.765 4.286 2.898
C -1.277 3.364 1.007
H -2.201 3.932 0.880
C -0.869 2.483 0.006
H -1.494 2.343 -0.877
C 1.602 -0.834 -0.779
C 1.338 -1.267 0.531
H 0.563 -0.771 1.124
C 2.112 -2.277 1.108
H 1.978 -2.519 2.164
C 3.067 -2.941 0.333
H 3.701 -3.702 0.787
C 3.197 -2.642 -1.027
H 3.899 -3.203 -1.647
C 2.444 -1.615 -1.597
H 2.544 -1.379 -2.659
H -0.053 0.488 -2.356
Cl -2.081 -0.408 -0.628
N -2.009 -3.222 1.140
C -3.206 -4.036 1.080
C -3.152 -5.416 1.075
C -4.336 -6.150 0.856
C -5.544 -5.510 0.625
C -5.634 -4.089 0.641
C -6.804 -3.359 0.345
C -6.783 -1.975 0.390
C -5.615 -1.311 0.790
N -4.463 -1.978 1.030
C -4.446 -3.352 0.939
H -1.272 -3.662 1.696
H -1.596 -3.063 0.210
H -2.195 -5.922 1.224
H -4.297 -7.238 0.850
H -6.458 -6.074 0.425
H -7.703 -3.913 0.074
H -7.657 -1.383 0.129
H -5.583 -0.224 0.894

Atoms 1-3, force components in eV/Å:
C 0.306 0.452 0.237
C -0.490 0.647 0.598
C -0.446 -0.037 0.548



# 3
Below is C38H35ClN7O7V as an isolated structure at a distorted geometry, with properties calculated with ωB97M-V/def2-TZVPD.

⟨S²⟩: 0.796
Calculated total energy: -3783.2802 Ha
Total charge: -1
HOMO level (spin up / spin down): -0.0843 / -0.0879 Eh
Gap between HOMO and LUMO (spin up / spin down): 0.1662 / 0.1699 Ha
ΔE to the lowest compared entry with this formula, charge and spin: 0.0 kcal/mol
Multiplicity: 2

CARTESIAN COORDINATES (ANGSTROEM)
V 0.494 -0.527 1.478
O -2.354 -2.019 3.908
C -1.347 -1.578 3.385
O -1.238 -1.211 2.114
C -0.074 -1.318 4.133
C 0.142 -1.393 5.482
C 1.368 -0.972 6.022
C 2.342 -0.447 5.157
C 2.109 -0.390 3.811
N 0.911 -0.839 3.290
C 2.951 0.256 2.760
O 4.019 0.791 3.010
O 2.347 0.238 1.580
H -0.664 -1.762 6.106
H 1.546 -1.021 7.088
H 3.286 -0.062 5.526
C -1.593 -1.117 -4.913
O -0.764 0.016 -5.224
C 0.570 -0.289 -5.150
C 1.277 -0.559 -6.311
C 2.626 -0.871 -6.245
C 3.262 -0.899 -5.012
C 2.557 -0.599 -3.853
C 1.203 -0.296 -3.913
N 0.460 0.050 -2.762
C 0.546 -0.579 -1.536
N 1.035 -1.814 -1.566
C 1.306 -2.732 -0.490
C 1.132 -2.412 0.856
C 1.463 -3.479 1.725
C 1.916 -4.716 1.296
C 2.077 -4.973 -0.069
C 1.776 -3.964 -0.951
O 1.878 -4.135 -2.326
C 3.119 -4.627 -2.819
N 0.158 0.020 -0.445
C -0.506 1.293 -0.564
C 0.173 2.405 -0.270
C -0.204 3.836 -0.291
C -1.358 4.491 -0.149
C -3.282 2.847 -0.801
C -3.088 1.537 -0.040
O -4.151 0.661 -0.134
C -3.833 -0.630 0.416
H -2.625 -0.811 -5.053
H -1.443 -1.435 -3.880
H -1.360 -1.946 -5.585
H 0.745 -0.528 -7.254
H 3.176 -1.090 -7.151
H 4.318 -1.132 -4.945
H 3.060 -0.584 -2.892
H -0.129 0.866 -2.820
H 1.234 -2.203 -2.474
H 1.359 -3.328 2.794
H 2.146 -5.494 2.017
H 2.416 -5.935 -0.436
H 2.959 -5.570 -3.343
H 3.824 -4.789 -2.004
H 3.541 -3.902 -3.517
H 1.211 2.223 0.000
H 0.663 4.479 -0.424
H -1.302 5.573 -0.205
H -4.293 3.057 -1.151
H -4.768 -1.180 0.465
H -3.386 -0.556 1.404
H -3.134 -1.164 -0.233
Cl -2.458 2.436 5.957
C -1.115 2.537 4.850
C -0.121 3.474 5.037
C 0.915 3.515 4.128
C 0.915 2.608 3.073
N -0.046 1.704 2.908
C -1.056 1.666 3.774
H -0.164 4.151 5.882
H 1.728 4.221 4.235
H 1.730 2.586 2.355
H -1.844 0.943 3.600
C -2.933 2.150 -3.148
N -2.343 2.415 -1.851
C -2.714 3.907 0.182
C -2.579 3.065 1.453
N -2.715 1.813 1.344
C -1.929 1.233 -1.060
H -3.312 3.085 -3.567
H -3.766 1.429 -3.109
H -2.183 1.768 -3.843
H -3.415 4.726 0.346
H -2.293 3.523 2.405
H -2.110 0.284 -1.574

Atoms 1-3, force components in eV/Å:
V 0.316 -0.168 0.725
O -0.215 -0.124 0.121
C 0.441 0.300 -0.887



# 4
Below is C38H35CrN8O2S2 as an isolated structure, with properties calculated with ωB97M-V/def2-TZVPD.

⟨S²⟩: 0.760
Calculated total energy: -3898.0789 Ha
Total charge: +2
HOMO level (spin up / spin down): -0.4845 / -0.4850 Eh
Gap between HOMO and LUMO (spin up / spin down): 0.2496 / 0.2536 Ha
ΔE to the lowest compared entry with this formula, charge and spin: 0.0 kcal/mol
Multiplicity: 2

CARTESIAN COORDINATES (ANGSTROEM)
Cr 0.129 -1.053 -1.154
C 3.988 -2.161 0.507
C 4.493 -3.101 -0.386
C 3.689 -3.524 -1.420
C 2.397 -3.004 -1.551
N 1.933 -2.055 -0.723
C 2.722 -1.672 0.297
N 1.620 -3.582 -2.543
C 0.336 -3.524 -2.565
N -0.526 -2.704 -1.845
C -1.830 -2.988 -2.265
N -2.900 -2.356 -1.995
C -2.941 -1.101 -1.427
C -4.206 -0.658 -1.015
C -4.384 0.652 -0.650
C -3.296 1.519 -0.749
C -2.077 1.009 -1.120
N -1.859 -0.296 -1.397
C -1.790 -4.095 -3.235
C -2.801 -4.756 -3.909
C -2.417 -5.721 -4.832
C -1.071 -6.008 -5.068
C -0.062 -5.342 -4.384
C -0.453 -4.377 -3.469
H 4.567 -1.808 1.347
H 5.488 -3.506 -0.262
H 4.003 -4.279 -2.125
H 2.306 -0.927 0.959
H -5.019 -1.369 -1.045
H -5.358 1.011 -0.344
H -3.397 2.578 -0.557
H -1.226 1.658 -1.230
H -3.840 -4.529 -3.719
H -3.174 -6.268 -5.378
H -0.815 -6.773 -5.788
H 0.982 -5.581 -4.535
S -0.483 -1.019 1.203
C -0.028 0.461 1.866
N -0.179 0.740 3.142
C 0.357 1.981 3.707
C 0.104 3.109 2.749
N 0.632 2.750 1.429
C 1.158 3.884 0.648
C 2.468 4.361 1.227
C 2.610 5.678 1.644
C 3.816 6.115 2.176
C 4.879 5.234 2.301
C 4.739 3.915 1.888
C 3.539 3.480 1.351
C 0.587 1.515 0.981
S 1.144 1.076 -0.547
C -0.860 -0.152 4.100
C -2.174 0.461 4.515
C -2.396 0.848 5.830
C -3.608 1.423 6.194
C -4.596 1.617 5.242
C -4.377 1.231 3.924
C -3.173 0.653 3.561
H 1.426 1.859 3.900
H -0.155 2.164 4.650
H 0.625 4.008 3.076
H -0.964 3.325 2.659
H 0.407 4.675 0.700
H 1.255 3.573 -0.389
H 1.781 6.369 1.547
H 3.922 7.143 2.494
H 5.818 5.574 2.716
H 5.572 3.230 1.977
H 3.441 2.455 1.010
H -0.195 -0.281 4.955
H -0.997 -1.120 3.628
H -1.628 0.689 6.578
H -3.778 1.715 7.221
H -5.540 2.062 5.525
H -5.156 1.371 3.186
H -3.011 0.334 2.536
N 1.390 -1.751 -5.173
C 0.892 -0.334 -5.202
C 0.484 0.106 -3.786
O -0.233 1.063 -3.639
O 1.019 -0.645 -2.866
H 2.155 -1.915 -5.827
H 0.654 -2.429 -5.381
H 1.706 -1.958 -4.207
H 0.045 -0.255 -5.877
H 1.694 0.306 -5.564

Atoms 1-3, force components in eV/Å:
Cr 0.138 0.002 -0.189
C -0.011 -0.008 -0.016
C -0.049 -0.005 -0.029



- Which value of calculated total energy does entry 3 give?
  -3783.2802 Ha



Please write out number 2 again, unchanged.
Below is C38H35ClN2ScSi2 as an isolated structure at a distorted geometry, with properties calculated with ωB97M-V/def2-TZVPD.

Calculated total energy: -3378.3869 Ha
Total charge: +1
HOMO level: -0.3643 Eh
Gap between HOMO and LUMO: 0.2203 Ha
ΔE to the lowest compared entry with this formula, charge and spin: 0.0 kcal/mol

CARTESIAN COORDINATES (ANGSTROEM)
C -2.996 -1.573 3.878
C -1.580 -1.450 3.708
C -1.300 -0.098 3.336
H -0.837 -2.212 3.947
C -2.545 0.605 3.248
C -3.591 -0.310 3.576
H -4.648 -0.064 3.669
H -3.520 -2.451 4.257
H -0.314 0.351 3.242
H -2.663 1.669 3.047
Sc -2.553 -1.043 1.569
Si 3.068 2.117 -0.981
C 4.238 1.390 -2.260
C 3.952 1.522 -3.632
H 3.126 2.161 -3.961
C 4.694 0.798 -4.575
H 4.452 0.892 -5.634
C 5.740 -0.039 -4.166
H 6.315 -0.605 -4.904
C 6.043 -0.142 -2.804
H 6.866 -0.780 -2.479
C 5.299 0.564 -1.852
H 5.515 0.469 -0.784
C 2.801 3.906 -1.490
C 3.918 4.740 -1.679
H 4.918 4.365 -1.450
C 3.751 6.040 -2.174
H 4.621 6.680 -2.319
C 2.479 6.522 -2.498
H 2.352 7.528 -2.909
C 1.364 5.704 -2.286
H 0.365 6.070 -2.526
C 1.522 4.414 -1.769
H 0.641 3.789 -1.597
H 3.733 2.053 0.344
Si 1.005 0.835 -1.400
C 0.333 1.765 0.122
C 1.050 1.856 1.335
H 1.965 1.277 1.498
C 0.666 2.777 2.319
H 1.288 2.904 3.208
C -0.487 3.544 2.146
H -0.765 4.286 2.898
C -1.277 3.364 1.007
H -2.201 3.932 0.880
C -0.869 2.483 0.006
H -1.494 2.343 -0.877
C 1.602 -0.834 -0.779
C 1.338 -1.267 0.531
H 0.563 -0.771 1.124
C 2.112 -2.277 1.108
H 1.978 -2.519 2.164
C 3.067 -2.941 0.333
H 3.701 -3.702 0.787
C 3.197 -2.642 -1.027
H 3.899 -3.203 -1.647
C 2.444 -1.615 -1.597
H 2.544 -1.379 -2.659
H -0.053 0.488 -2.356
Cl -2.081 -0.408 -0.628
N -2.009 -3.222 1.140
C -3.206 -4.036 1.080
C -3.152 -5.416 1.075
C -4.336 -6.150 0.856
C -5.544 -5.510 0.625
C -5.634 -4.089 0.641
C -6.804 -3.359 0.345
C -6.783 -1.975 0.390
C -5.615 -1.311 0.790
N -4.463 -1.978 1.030
C -4.446 -3.352 0.939
H -1.272 -3.662 1.696
H -1.596 -3.063 0.210
H -2.195 -5.922 1.224
H -4.297 -7.238 0.850
H -6.458 -6.074 0.425
H -7.703 -3.913 0.074
H -7.657 -1.383 0.129
H -5.583 -0.224 0.894

Atoms 1-3, force components in eV/Å:
C 0.306 0.452 0.237
C -0.490 0.647 0.598
C -0.446 -0.037 0.548



- Which of these has the highest calculated total energy?
  C38H35ClN2ScSi2